[1]
{"formula": "C5H13N2O", "method": "ωB97M-V/def2-TZVPD", "e_tot_ha": -382.741885, "e_lumo_ha": -0.1321, "smiles": "[H]/N=C(/C)[C@](C)(O)C[NH3+]", "e_above_lowest_kcal_mol": 75.1, "charge": 1, "elements": ["C", "C", "C", "C", "C", "N", "N", "O", "H", "H", "H", "H", "H", "H", "H", "H", "H", "H", "H", "H", "H"], "positions_angstrom": [[1.450, -0.420, 0.034], [1.497, -1.168, -1.225], [0.090, 1.769, -0.577], [-1.367, -0.280, -0.043], [-0.026, 0.505, 0.270], [2.403, -0.342, 0.830], [-1.566, -1.188, 1.211], [0.018, 0.797, 1.612], [2.225, -2.022, -1.060], [2.149, -0.656, -1.932], [0.440, -1.555, -1.567], [1.071, 2.153, -0.243], [-0.060, 1.834, -1.659], [-0.678, 2.537, -0.135], [-2.171, 0.387, -0.155], [-1.124, -0.766, -1.009], [2.354, 0.179, 1.700], [-0.951, -0.669, 1.840], [-1.067, -2.084, 1.085], [-2.624, -1.383, 1.403], [0.775, 1.252, 1.879]]}

[2]
{"formula": "C13H33ClIN3NdP3", "method": "ωB97M-V/def2-TZVPD", "e_tot_ha": -3022.128726, "s_squared": 3.7945, "e_lumo_ha": [-0.3278, -0.2907], "charge": 2, "spin_multiplicity": 4, "elements": ["C", "I", "H", "H", "H", "Nd", "P", "C", "C", "H", "H", "H", "H", "H", "H", "C", "H", "H", "H", "P", "C", "C", "H", "H", "H", "C", "H", "H", "H", "H", "H", "H", "Cl", "C", "N", "C", "N", "C", "N", "C", "P", "C", "C", "H", "H", "H", "H", "H", "H", "H", "H", "H", "H", "H", "H"], "positions_angstrom": [[-0.943, -0.022, 0.864], [1.168, -0.336, 1.226], [-1.431, -0.272, -0.100], [-1.109, 1.029, 1.103], [-1.319, -0.737, 1.599], [-0.010, -0.256, -2.589], [0.424, 2.436, -1.157], [0.104, 2.985, 0.588], [2.099, 3.182, -1.259], [2.026, 4.283, -1.296], [-0.094, 4.727, -1.951], [2.590, 2.800, -2.162], [-0.809, 3.450, -2.983], [0.664, 2.368, 1.312], [2.665, 2.861, -0.374], [-0.600, 3.750, -1.948], [0.409, 4.039, 0.730], [-1.560, 3.849, -1.421], [-0.963, 2.894, 0.824], [0.196, -2.899, -0.832], [-0.082, -4.075, 0.576], [-0.845, -3.666, -2.133], [2.355, -2.943, -2.027], [1.895, -4.541, -1.302], [2.512, -3.185, -0.265], [1.923, -3.452, -1.156], [-0.752, -3.129, -3.085], [-0.569, -4.719, -2.249], [0.012, -5.112, 0.186], [-1.064, -3.960, 1.066], [-1.905, -3.619, -1.820], [0.695, -3.947, 1.340], [-1.014, -1.187, -4.703], [-0.865, 0.014, 6.707], [-0.602, 1.320, 6.095], [-1.892, 2.035, 5.936], [-2.855, 1.271, 5.122], [-3.068, -0.091, 5.652], [-1.806, -0.816, 5.903], [-1.162, -1.221, 4.673], [-0.799, 0.265, 3.593], [0.154, 1.226, 4.845], [-2.382, 1.232, 3.736], [-1.326, 0.172, 7.696], [0.087, -0.526, 6.791], [-1.692, 2.974, 5.411], [-2.318, 2.189, 6.949], [-3.630, -0.664, 4.894], [-3.623, -0.031, 6.599], [-0.205, -1.710, 4.889], [-1.816, -1.905, 4.122], [0.342, 2.206, 4.391], [1.105, 0.696, 4.999], [-3.161, 0.781, 3.114], [-2.164, 2.258, 3.402]]}

Question: What is the formula in the second record?
Answer: C13H33ClIN3NdP3